Density functional theory data (ωB97M-V with the def2-TZVPD basis set) for a 2-piece molecular cluster, C3H10N overall at a distorted geometry.

Results
Largest force on an atom   2.9 eV Å⁻¹
Total charge   +1
Lowest unoccupied orbital energy   -3.8 eV
Gap between HOMO and LUMO   10.63 eV

Last column: natural (NBO) charge in e.
Element x y z (Å)
C (0.745, 1.052, -1.015)  -0.68
H (0.903, 2.067, -1.418)  0.28
H (1.692, 0.653, -0.607)  0.22
H (0.721, -1.765, -0.477)  0.44
N (-0.107, -1.859, 0.052)  -0.90
H (0.074, -2.426, 0.922)  0.46
H (-1.431, 1.177, -0.525)  0.22
C (-0.435, 0.900, 1.331)  -0.43
H (-1.397, 1.045, 1.882)  0.24
C (-0.431, 1.041, -0.037)  -0.18
H (0.466, 0.439, -1.885)  0.22
H (-0.844, -2.248, -0.497)  0.44
H (0.454, 0.789, 1.895)  0.21
H (-0.409, -0.866, 0.378)  0.46

Density functional theory data (ωB97M-V with the def2-TZVPD basis set) for one molecule with the formula CH4N2S3 at a distorted geometry.

Results
2S+1   3
Largest force on an atom   3.5 eV Å⁻¹
Total charge   0
Lowest unoccupied orbital energy (spin up / spin down)   0.4 / -2.9 eV
⟨S²⟩   2.007
Gap between HOMO and LUMO (spin up / spin down)   5.85 / 5.71 eV

Last column: natural (NBO) charge in e.
Element x y z (Å)
N (-2.054, -0.451, 0.025)  -0.99
S (1.926, 1.910, 0.150)  0.18
H (-2.490, -0.358, -0.875)  0.37
S (-0.691, -1.511, 0.153)  0.40
S (2.229, -1.221, 0.048)  0.29
H (-2.783, -0.789, 0.639)  0.39
H (2.821, 0.891, -0.450)  0.12
H (-0.334, 1.117, -0.026)  0.42
N (0.595, 0.855, 0.279)  -0.77
C (0.782, -0.444, 0.057)  -0.40

Density functional theory data (ωB97M-V with the def2-TZVPD basis set) for a 8-piece molecular cluster, C51H115N10O8P overall at a distorted geometry.

Results
2S+1   2
Largest force on an atom   5.8 eV Å⁻¹
Total charge   +1
Lowest unoccupied orbital energy (spin up / spin down)   -2.6 / -6.5 eV
⟨S²⟩   0.755
Gap between HOMO and LUMO (spin up / spin down)   6.62 / 2.78 eV

Last column: Löwdin spin population.
Element x y z (Å)
N (4.856, -2.481, 5.013)  0.00
H (0.520, -7.478, -0.337)  0.00
H (-2.756, 9.192, 4.067)  0.00
C (-0.044, -5.863, 1.736)  0.06
H (4.347, -1.374, 3.348)  0.00
H (0.543, 2.009, -0.626)  0.00
H (-3.387, 5.811, 1.536)  0.00
H (3.631, -6.512, -5.264)  0.00
C (4.496, 3.743, -5.373)  0.00
H (-1.460, 0.846, -5.246)  0.00
H (-7.296, 8.488, 2.013)  0.00
H (4.685, 2.697, -5.134)  0.00
H (6.744, 2.510, -2.937)  0.00
C (1.808, -6.128, -4.181)  0.00
H (-4.274, -7.901, 1.253)  0.00
C (-6.989, 8.139, 2.999)  0.00
C (-3.392, 9.532, 4.884)  0.00
H (-2.275, 2.396, -2.172)  0.00
H (0.864, -3.100, 1.327)  0.00
H (-1.821, -0.581, 0.315)  0.00
H (-5.577, -0.258, 3.950)  0.00
C (0.737, -5.041, -4.001)  0.00
H (-2.748, 9.791, 5.725)  0.00
O (6.364, -4.127, 5.422)  0.00
C (5.791, 2.075, -2.636)  0.00
H (0.867, -0.355, -0.749)  0.00
H (0.546, 3.507, 1.429)  0.00
C (4.087, 4.504, -4.112)  0.00
H (5.859, 1.325, -1.848)  0.00
C (-0.216, -8.262, 2.401)  0.01
C (-4.580, -0.202, 3.514)  0.00
C (-0.795, -7.151, 1.470)  0.06
H (-2.848, -7.447, 3.262)  0.01
H (5.946, 6.056, -2.917)  0.00
C (6.135, -2.844, 5.211)  0.00
H (2.374, -4.483, -1.951)  0.00
H (-4.302, 0.453, 4.340)  0.00
H (-4.750, 9.655, 2.323)  0.00
H (-5.838, -0.759, 1.110)  0.00
H (1.557, 2.325, -2.894)  0.00
H (-7.252, 8.885, 3.749)  0.00
H (5.193, 4.376, -0.310)  0.00
C (2.994, -5.642, -5.107)  0.00
H (5.445, 1.456, -3.464)  0.00
H (-1.005, 1.845, 0.165)  0.00
C (-3.378, 5.322, 2.510)  0.00
H (-1.337, -7.131, -2.120)  0.00
C (3.387, 2.682, -1.925)  0.00
H (4.250, 6.168, -5.516)  0.00
C (-2.885, -6.669, -0.685)  0.00
H (-4.085, -4.221, 0.158)  0.00
H (5.425, 4.198, -5.717)  0.00
H (0.405, -7.850, 3.196)  0.00
H (-1.256, 5.981, 3.671)  0.00
H (1.039, -5.969, 1.806)  0.01
H (2.307, 4.690, -2.922)  0.00
H (0.156, -5.318, -3.121)  0.00
O (2.741, -1.935, -4.606)  0.00
H (-3.241, -5.795, -1.231)  0.00
C (-0.035, 1.365, 0.036)  0.00
H (1.178, -6.986, -4.417)  0.00
H (6.618, 3.267, -0.664)  0.00
C (1.306, -3.615, -3.579)  0.00
C (2.345, 1.268, 1.034)  0.00
H (2.914, -3.128, 4.510)  0.00
C (4.488, -1.184, 4.412)  0.00
C (-3.519, 0.334, -2.844)  0.00
H (-4.885, -6.701, 2.132)  0.00
H (-1.843, 6.676, 5.134)  0.00
H (3.726, -3.647, -6.856)  0.00
H (0.467, -1.717, -3.458)  0.00
H (-2.460, -4.043, 0.301)  0.00
H (-0.392, -2.685, -4.631)  0.00
C (-3.276, -4.559, 0.806)  0.03
H (-3.646, 2.119, 2.867)  0.00
H (3.614, -0.742, 4.889)  0.00
H (5.486, -4.824, -3.984)  0.00
H (-6.055, 8.317, 6.340)  0.00
C (-2.051, 2.319, -3.235)  0.00
C (-4.430, -6.827, 1.149)  0.05
O (0.619, 0.109, 3.450)  0.00
C (-3.078, -6.093, 0.765)  0.05
C (-4.998, 8.565, 6.437)  0.00
C (1.115, -2.055, 1.506)  0.00
H (-1.223, -2.935, 2.163)  0.00
H (-0.106, -5.159, 0.907)  0.00
H (4.239, -4.329, 4.639)  0.00
C (-1.179, -1.879, 2.429)  0.00
P (-4.692, 7.041, 4.225)  0.00
N (-2.182, -6.742, 1.685)  0.62
H (-1.018, -8.903, 2.768)  0.00
H (2.800, 6.333, -4.460)  0.00
H (2.621, 2.166, 0.481)  0.00
C (4.325, -3.814, -5.961)  0.00
H (-4.770, 7.690, 7.045)  0.00
O (6.238, 5.147, -3.023)  0.00
H (-7.364, 7.132, 3.182)  0.00
O (-2.471, -6.586, 3.067)  0.06
H (-2.450, 3.237, -3.666)  0.00
C (1.703, -3.643, -2.133)  0.00
C (0.483, 2.611, 2.046)  0.00
C (4.565, -4.433, -3.551)  0.00
H (6.872, -2.031, 5.119)  0.00
C (-4.810, -0.420, 0.977)  0.00
H (0.972, -3.969, -1.393)  0.00
H (2.273, -6.335, -3.217)  0.00
H (-3.885, 10.352, 4.363)  0.00
H (1.262, 2.844, 2.772)  0.00
H (5.043, -4.568, -6.283)  0.00
H (2.827, 3.218, -1.159)  0.00
H (5.348, -0.519, 4.480)  0.00
H (0.431, -8.883, 1.781)  0.00
C (-0.150, 0.024, -0.653)  0.00
H (4.746, -2.869, -5.617)  0.00
H (2.640, 0.279, 0.684)  0.00
H (-0.516, 0.068, -1.679)  0.00
O (-5.578, 6.001, 4.816)  0.00
N (4.954, 4.453, -2.889)  0.00
H (-3.336, -7.572, -1.095)  0.00
H (1.553, -2.140, 2.500)  0.00
H (3.485, 1.712, -1.439)  0.00
C (-1.377, -6.754, -1.098)  0.00
O (-3.622, 2.020, 0.843)  0.00
H (-4.871, 9.401, 7.124)  0.00
H (-0.525, -2.173, 3.249)  0.00
C (-0.826, -0.992, 0.149)  0.00
O (-3.904, -0.802, -3.097)  0.00
H (-0.901, -5.780, -1.213)  0.00
H (0.115, -5.005, -4.896)  0.00
C (-1.941, 6.740, 4.050)  0.00
H (5.092, 2.700, 0.080)  0.00
H (3.006, 1.777, -3.704)  0.00
H (-0.358, -5.357, 2.650)  0.00
H (-0.660, -3.110, -2.988)  0.00
H (-3.162, 1.490, -5.523)  0.00
C (3.534, -4.292, -4.730)  0.00
N (-4.463, 0.355, 2.162)  0.00
H (-2.559, 4.618, 2.658)  0.00
C (-2.527, 0.740, -5.052)  0.00
H (-2.125, -1.380, 2.644)  0.00
N (0.240, 0.174, 2.117)  0.00
H (4.623, -3.513, -2.969)  0.00
H (-1.531, 7.620, 3.555)  0.00
C (-0.168, -1.135, 1.572)  0.00
C (2.671, 4.010, -3.693)  0.00
H (-3.336, -4.102, 1.793)  0.00
H (-0.884, -8.524, -0.302)  0.00
C (5.535, 3.393, -0.634)  0.00
H (-4.375, 4.892, 2.607)  0.00
H (2.029, 4.198, -4.553)  0.00
H (2.244, -1.683, -5.388)  0.00
N (-2.754, 1.080, -3.675)  0.00
C (3.775, -3.453, 5.094)  0.00
H (2.371, -5.574, -6.000)  0.00
H (1.823, -1.783, 0.723)  0.00
H (-0.521, 2.643, 2.468)  0.00
C (0.105, -2.725, -3.662)  0.00
C (2.579, 2.609, -3.143)  0.00
H (-5.162, -6.662, 0.359)  0.01
N (-4.162, 8.321, 5.232)  0.00
C (4.925, 3.218, -2.069)  0.00
C (-4.731, 8.627, 1.962)  0.00
H (-3.767, 0.911, -1.940)  0.00
H (2.087, -2.696, -1.755)  0.00
C (3.833, 5.991, -4.525)  0.00
N (2.384, -3.331, -4.573)  0.00
H (-1.013, -1.978, -0.275)  0.00
H (-4.124, -1.187, 3.611)  0.00
C (-3.776, 1.509, 1.960)  0.00
H (4.134, -5.052, -2.765)  0.00
C (-0.541, -7.511, -0.090)  0.00
H (3.550, -3.746, 6.119)  0.00
H (4.161, 6.516, -3.628)  0.00
H (-3.701, 8.270, 1.942)  0.00
H (-3.068, -0.138, -5.403)  0.00
H (-1.003, 2.302, -3.534)  0.00
H (-4.756, 0.091, 0.015)  0.00
H (-5.141, 8.679, 0.953)  0.00
N (-3.272, 6.317, 3.560)  0.00
H (3.791, 3.747, -6.205)  0.00
H (2.815, 1.256, 2.018)  0.00
H (-4.042, -1.187, 0.879)  0.00
H (-0.172, 0.407, 3.904)  0.00
N (-5.573, 7.806, 2.883)  0.00
C (0.799, 1.306, 1.335)  0.00

Density functional theory data (ωB97M-V with the def2-TZVPD basis set) for C13H25Cl3O2PdSi as an isolated structure at a distorted geometry.

Results
2S+1   5
Largest force on an atom   3.2 eV Å⁻¹
Total charge   -2
Lowest unoccupied orbital energy (spin up / spin down)   5.4 / 4.5 eV
⟨S²⟩   6.024
Gap between HOMO and LUMO (spin up / spin down)   5.52 / 6.63 eV

Last column: natural (NBO) charge in e.
Element x y z (Å)
H (3.360, 0.383, -2.067)  0.21
O (0.189, 3.445, 0.938)  -1.01
C (-2.136, -1.319, -2.754)  -0.70
H (2.295, 0.439, 4.348)  0.22
C (1.358, 2.162, -1.909)  -0.53
C (0.061, -1.656, 3.497)  -1.16
H (-2.336, -2.112, -1.994)  0.29
C (-0.669, 0.686, -2.129)  0.14
C (1.409, -0.321, -2.341)  0.23
Cl (-1.884, -2.828, -0.031)  -0.73
Pd (-0.773, -1.013, 0.830)  1.12
H (1.408, 1.996, 4.451)  0.22
H (0.760, 3.061, -1.877)  0.18
C (2.857, -0.528, -2.399)  -0.69
H (0.064, 2.502, 1.215)  0.52
H (0.945, 0.631, 5.499)  0.20
H (1.681, -2.971, -2.904)  0.21
C (-0.852, -0.669, -2.487)  -0.03
H (-2.964, -0.608, -2.673)  0.21
H (-0.075, -1.892, 4.563)  0.21
H (-2.114, -1.836, -3.721)  0.19
H (-0.029, -3.372, -2.577)  0.25
H (3.195, -0.745, -3.427)  0.19
H (1.018, -2.028, 3.102)  0.27
H (-1.266, 2.564, -1.400)  0.23
H (0.458, -2.739, -4.166)  0.19
C (0.428, -1.287, -2.623)  -0.04
H (-0.745, -2.131, 2.897)  0.23
C (-1.566, 1.061, 3.941)  -1.15
H (-1.651, 2.076, 3.529)  0.24
C (-1.691, 1.698, -1.911)  -0.71
H (3.216, -1.350, -1.757)  0.25
H (0.828, 3.375, 0.207)  0.46
H (-2.085, 2.008, -2.884)  0.19
H (-2.500, 1.316, -1.265)  0.28
O (0.198, 0.554, 1.677)  -1.28
Cl (-2.787, 0.251, 0.789)  -0.75
Si (-0.002, 0.233, 3.273)  1.89
H (-1.541, 1.127, 5.040)  0.19
Cl (1.271, -2.060, 0.477)  -0.72
C (0.750, 0.946, -2.045)  -0.17
C (0.646, -2.673, -3.084)  -0.65
H (2.426, 2.214, -1.967)  0.17
C (1.307, 0.901, 4.492)  -1.13
H (-2.462, 0.511, 3.625)  0.25